[1]
This record from OMol25 describes a cluster of 2 separate species, C3H9NO3 in total. The level of theory is the ωB97M-V functional and the def2-TZVPD basis.

The geometry in XYZ format:
```
16
Properties=species:S:1:pos:R:3:forces:R:3:lowdin_charge:R:1
C -1.0150 2.9567 -0.0340 0.29 -1.39 -1.90 -0.07
C -0.0806 1.7446 -0.2477 0.54 -0.50 0.26 -0.22
N -0.8401 0.5601 -0.7208 -0.38 0.39 -0.29 0.05
C -0.3624 -0.7053 -0.6580 1.04 -0.11 2.59 -0.58
O 0.7973 -1.0275 -0.5134 -0.15 0.48 -1.11 0.09
O -1.3463 -1.6321 -0.3778 -0.32 -0.08 -0.71 0.07
H -0.5908 3.6836 0.6435 -0.06 0.09 0.07 0.07
H -1.2904 3.4016 -1.0292 0.18 -0.22 1.09 0.09
H -1.8619 2.4194 0.3681 -0.77 0.80 0.52 0.06
H 0.7371 1.8856 -0.9464 0.08 0.37 -0.06 0.11
H 0.3810 1.4775 0.7233 -0.16 0.04 -0.42 0.13
H -1.8493 0.5962 -0.7490 0.15 0.29 -0.02 0.13
H -1.6786 -1.3520 0.4823 -0.33 -0.22 0.01 0.11
O 2.4426 -1.7485 1.9328 0.33 -0.72 -1.07 -0.08
H 3.1732 -2.3651 1.7833 0.22 0.13 0.76 0.03
H 2.0794 -1.8294 1.0324 -0.63 0.66 0.28 0.00
```
Positions in Å, forces in eV/Å.

Frontier orbital gap: 0.3950 hartree
Relative energy (zero: lowest compared OMol25 entry of this formula, charge and spin): 24.0 kcal/mol
Total charge: 0
Energy: -10889.5386 eV
Spin multiplicity: 1


[2]
This record from OMol25 describes a cluster of 2 separate species, C3H9NO3 in total. The level of theory is the ωB97M-V functional and the def2-TZVPD basis.

The geometry in XYZ format:
```
16
Properties=species:S:1:pos:R:3:forces:R:3:lowdin_charge:R:1
C 1.5660 0.0876 -0.3125 3.53 -1.45 -0.69 0.00
C 0.9748 -1.2580 -0.5223 -1.58 -1.53 0.97 -0.54
O 1.6202 -2.2988 -0.5630 0.05 1.06 -0.51 0.03
N -0.4138 -1.3986 -0.3753 2.19 -0.25 0.06 0.06
C -1.3802 -0.3643 -0.3530 -1.75 -1.29 0.30 -0.31
O -1.5068 0.2475 -1.5797 -0.36 1.47 -1.99 -0.05
H 1.9319 -0.0732 0.7444 0.01 0.80 -1.06 0.12
H 0.9397 0.9329 -0.3988 -0.68 0.74 -0.22 0.04
H 2.4936 0.1234 -1.0706 -1.98 0.27 1.97 0.14
H -0.5980 -2.3998 -0.3798 -0.72 0.53 0.10 0.15
H -1.2091 0.5228 0.2894 0.23 -1.00 0.28 0.11
H -2.3465 -0.8954 -0.0310 1.10 0.96 -0.27 0.15
H -1.4438 -0.2760 -2.3989 -0.06 -0.33 1.06 0.11
O -0.1990 2.0399 2.5453 -0.13 1.39 0.35 -0.09
H -0.2850 2.9981 2.8285 0.17 -1.76 -0.84 0.07
H -0.1440 2.0119 1.5773 -0.02 0.40 0.49 0.01
```
Positions in Å, forces in eV/Å.

Frontier orbital gap: 0.3845 hartree
Relative energy (zero: lowest compared OMol25 entry of this formula, charge and spin): 37.5 kcal/mol
Total charge: 0
Energy: -10888.9545 eV
Spin multiplicity: 1


[3]
This record from OMol25 describes a cluster of 2 separate species, C3H9NO3 in total. The level of theory is the ωB97M-V functional and the def2-TZVPD basis.

The geometry in XYZ format:
```
16
Properties=species:S:1:pos:R:3:forces:R:3:lowdin_charge:R:1
C -1.1586 -0.4277 2.3967 -0.19 0.83 0.50 -0.10
C -1.0961 0.0686 0.9553 1.50 -0.84 0.73 -0.20
N 0.0864 -0.6108 0.3618 -0.75 -0.30 -0.95 0.05
C 0.2202 -0.7976 -0.9846 0.88 0.08 0.49 -0.62
O -0.6386 -1.0267 -1.7862 -0.56 0.28 -0.29 0.10
O 1.5528 -0.7023 -1.3357 0.04 0.32 -0.20 0.06
H -1.8779 0.2015 2.9344 0.05 -0.32 0.12 0.08
H -1.3876 -1.4812 2.5492 -0.33 0.01 -0.48 0.07
H -0.1942 -0.2953 2.8931 0.04 0.24 -0.05 0.07
H -2.0373 -0.1089 0.4458 0.30 -0.24 -0.44 0.12
H -0.8098 1.1186 0.9100 -0.70 0.22 0.27 0.09
H 0.9447 -0.5500 0.8883 -0.10 0.23 -0.10 0.14
H 1.6148 -0.5540 -2.2976 -0.27 -0.48 0.46 0.12
O 0.7571 2.7138 0.1171 -0.18 0.18 0.72 -0.05
H 1.0592 1.9187 -0.3223 0.13 0.08 -0.49 0.01
H 0.6658 3.4393 -0.5050 0.13 -0.30 -0.27 0.04
```
Positions in Å, forces in eV/Å.

Frontier orbital gap: 0.3831 hartree
Relative energy (zero: lowest compared OMol25 entry of this formula, charge and spin): 11.4 kcal/mol
Total charge: 0
Energy: -10890.0893 eV
Spin multiplicity: 1